This record from the Open Molecules 2025 dataset describes a cluster of 2 separate species, C3H9FO2Si in total at a distorted geometry. The level of theory is ωB97M-V/def2-TZVPD.

## Properties
energy relative to the best compared isomer or geometry (same formula, charge and spin): 77.9 kcal per mole
LUMO energy: 0.180 eV
gap between HOMO and LUMO: 8.17 eV
net charge: 0
energy: -17946.4544 eV

Positions of all 16 atoms, in Å:
H 1.988 -1.443 1.919
F 1.828 1.630 -1.111
Si 0.897 0.383 -0.844
C -0.072 -0.355 -2.211
H -2.640 1.601 1.575
C -1.677 1.288 1.220
H 1.364 -2.201 0.464
H -0.924 1.974 1.889
O -1.473 1.311 -0.115
H 0.633 -0.627 -3.011
O 1.724 -0.333 0.299
H -0.776 0.452 -2.551
H -0.846 -1.097 -1.826
C 1.242 -1.406 1.118
H 0.208 -1.504 1.373
H -1.475 0.326 1.810

Cartesian forces (eV/Å) of the 3 atoms listed first:
-0.8 -0.3 0.2
-0.4 0.0 -0.6
-2.9 2.1 0.6



This record from the Open Molecules 2025 dataset describes an isolated molecule of C3H9IN2 at a distorted geometry. The level of theory is ωB97M-V/def2-TZVPD.

## Properties
energy relative to the best compared isomer or geometry (same formula, charge and spin): 50.0 kcal per mole
LUMO energy: 0.742 eV
gap between HOMO and LUMO: 9.35 eV
net charge: 0
energy: -14335.0124 eV
SMILES: CC[C@@H](I)NN

Positions of all 15 atoms, in Å:
I -0.547 -1.582 -2.204
H 1.231 1.027 -1.172
H 2.562 -0.977 -1.559
N 2.449 -0.379 -0.651
H -1.907 0.762 -0.627
H -2.575 0.697 1.811
H -0.949 0.836 2.133
C -1.625 0.368 1.496
C 0.118 -0.466 -0.401
H -1.520 -0.649 1.548
H 0.404 -1.425 0.168
C -1.095 0.795 0.107
H 2.606 -0.925 0.177
H -0.410 1.681 -0.248
N 1.258 0.238 -0.578

Cartesian forces (eV/Å) of the 3 atoms listed first:
-0.3 -0.1 -0.7
-0.2 0.9 -0.5
-0.4 1.0 2.2



This record from the Open Molecules 2025 dataset describes the ion C3H9IN3 with charge +1 at a distorted geometry. The level of theory is ωB97M-V/def2-TZVPD.

## Properties
energy relative to the best compared isomer or geometry (same formula, charge and spin): 15.7 kcal per mole
LUMO energy: -4.522 eV
gap between HOMO and LUMO: 9.26 eV
net charge: +1
energy: -15820.3230 eV
SMILES: CN/C(NI)=[NH+]/C

Positions of all 16 atoms, in Å:
H 1.493 -1.605 0.101
N 0.804 0.586 0.270
H 0.487 -2.989 0.497
C 0.883 2.037 -0.164
N -0.457 -1.332 0.239
H 0.579 2.594 0.723
H 0.556 -2.279 -1.240
I -3.442 0.021 0.191
N -1.564 0.778 0.283
H -1.644 1.796 0.515
H 1.966 2.265 -0.287
C 0.627 -2.196 -0.154
C -0.464 0.014 0.271
H 1.439 -0.018 -0.222
H -1.402 -1.690 0.078
H 0.139 2.018 -1.102

Cartesian forces (eV/Å) of the 3 atoms listed first:
0.8 -1.0 0.1
-1.8 0.8 -0.4
0.5 -2.2 0.4



This record from the Open Molecules 2025 dataset describes a cluster of 2 separate species, C3H9INO in total at a distorted geometry. The level of theory is ωB97M-V/def2-TZVPD.

## Properties
energy relative to the best compared isomer or geometry (same formula, charge and spin): 83.9 kcal per mole
LUMO energy (alpha / beta): -4.206 / -4.747 eV
gap between HOMO and LUMO (alpha / beta): 8.79 / 6.88 eV
net charge: +1
energy: -14884.2803 eV

Positions of all 15 atoms, in Å:
O 0.851 -1.742 -1.383
H 0.480 -2.620 -1.379
C 0.136 -1.737 0.866
H -1.395 0.457 0.454
H 0.960 -2.292 1.234
H -1.555 1.108 -1.287
H -0.668 -2.483 0.651
C 0.678 -1.066 -0.267
H 0.104 2.687 -0.903
H -0.814 2.987 0.522
I 2.417 0.337 0.074
H 0.539 2.045 0.511
N -0.332 2.226 -0.073
H -0.389 -0.977 1.372
C -1.013 1.069 -0.390

Cartesian forces (eV/Å) of the 3 atoms listed first:
0.7 1.4 -0.4
-0.5 -0.7 0.2
-1.8 -1.1 -0.4



This record from the Open Molecules 2025 dataset describes a cluster of 2 separate species, C3H9INO in total at a distorted geometry. The level of theory is ωB97M-V/def2-TZVPD.

## Properties
energy relative to the best compared isomer or geometry (same formula, charge and spin): 58.0 kcal per mole
LUMO energy: -5.956 eV
gap between HOMO and LUMO: 8.28 eV
net charge: +1
energy: -14885.4028 eV

Positions of all 15 atoms, in Å:
H -0.081 0.783 -1.915
H 2.645 0.700 -1.116
H -2.030 0.361 -0.348
I 0.283 2.806 -0.292
H 2.089 -0.937 -1.231
O -0.954 0.936 1.428
H 0.100 -1.518 0.349
N 2.055 -0.044 -0.745
C -1.145 0.173 0.252
H -1.545 -1.931 -0.093
C -0.927 -1.277 0.502
H 2.171 0.081 0.296
H -1.061 0.349 2.144
C -0.359 0.962 -0.812
H -1.241 -1.444 1.581

Cartesian forces (eV/Å) of the 3 atoms listed first:
-1.3 -0.4 1.9
-0.1 -0.6 -0.6
-1.8 0.2 0.5



This record from the Open Molecules 2025 dataset describes an isolated molecule of C3H9INOP at a distorted geometry. The level of theory is ωB97M-V/def2-TZVPD.

## Properties
energy relative to the best compared isomer or geometry (same formula, charge and spin): 22.0 kcal per mole
LUMO energy (alpha / beta): 0.511 / -4.205 eV
gap between HOMO and LUMO (alpha / beta): 5.75 / 5.34 eV
net charge: 0
<S²>: 2.006
energy: -24179.9729 eV
multiplicity: 3

Positions of all 16 atoms, in Å:
H 2.714 -1.022 0.298
C 2.563 -0.096 -0.136
H 2.867 0.665 0.672
H -1.989 -1.401 0.912
O 0.490 1.711 -0.693
I 1.076 -0.988 -2.809
N -0.130 -0.859 0.249
H -2.036 0.945 1.887
H 3.242 0.184 -0.956
H 0.068 -1.769 0.006
C -1.931 0.833 0.810
H -2.150 -0.608 -0.757
H -2.820 1.144 0.449
P 0.871 0.170 -0.667
H -1.304 1.662 0.486
C -1.532 -0.571 0.249

Cartesian forces (eV/Å) of the 3 atoms listed first:
0.6 -2.1 0.4
0.7 3.4 1.2
-0.8 -0.9 -1.0



This record from the Open Molecules 2025 dataset describes a cluster of 2 separate species, C3H9N in total at a distorted geometry. The level of theory is ωB97M-V/def2-TZVPD.

## Properties
energy relative to the best compared isomer or geometry (same formula, charge and spin): 27.7 kcal per mole
LUMO energy: 1.141 eV
gap between HOMO and LUMO: 11.33 eV
net charge: 0
energy: -4745.9084 eV
SMILES: C=N.CC

Positions of all 13 atoms, in Å:
H -1.429 2.326 0.159
H -0.685 -0.770 -0.168
C 1.241 -1.449 -0.733
N -0.938 1.074 1.677
H -0.767 -1.745 -1.639
C -0.171 -1.015 -1.098
C -0.887 2.196 1.092
H -0.148 -0.077 -1.656
H 1.880 -0.609 -0.490
H 1.241 -2.044 0.186
H -0.358 3.042 1.535
H -0.623 1.171 2.642
H 1.645 -2.101 -1.507

Cartesian forces (eV/Å) of the 3 atoms listed first:
0.5 0.0 -0.3
-0.3 0.0 -0.1
-0.3 -0.9 0.2



This record from the Open Molecules 2025 dataset describes a structure of composition C3H9N at a distorted geometry. The level of theory is ωB97M-V/def2-TZVPD.

## Properties
energy relative to the best compared isomer or geometry (same formula, charge and spin): 106.7 kcal per mole
LUMO energy: 0.837 eV
gap between HOMO and LUMO: 8.58 eV
net charge: 0
energy: -4742.4829 eV

Positions of all 13 atoms, in Å:
H -0.134 -0.131 0.943
H 1.558 1.245 0.791
H 2.381 -0.999 0.879
H -0.088 -0.575 -0.816
H -2.424 -1.109 -0.106
H -2.159 0.653 -0.821
H 1.495 -1.223 -0.752
H -2.310 0.478 0.976
N -0.446 0.089 -0.029
C 1.354 0.795 -0.096
H 0.881 1.293 -0.904
C 1.861 -0.487 -0.057
C -1.970 -0.029 -0.009

Cartesian forces (eV/Å) of the 3 atoms listed first:
-0.3 -0.7 -1.9
0.4 2.3 2.2
-1.2 1.6 -2.0